No. 1
# C3H8OS

A cluster of 2 separate species, C3H8OS in total (the ωB97M-V functional and the def2-TZVPD basis, the Open Molecules 2025 dataset).

XYZ file:
```
13
Properties=species:S:1:pos:R:3:mulliken_spin:R:1
C -3.095 1.065 0.289 -0.001
S -1.359 0.727 0.609 0.025
H -3.501 1.621 1.192 0.000
H -3.284 1.654 -0.577 0.002
H -3.251 -0.080 0.106 0.001
H -1.122 0.138 -0.610 0.000
C 1.982 -0.741 -1.027 0.584
C 2.145 -0.419 0.272 0.143
O 3.141 -0.897 1.052 0.110
H 0.971 -0.979 -1.519 0.049
H 2.711 -0.292 -1.768 0.039
H 1.378 0.097 0.787 0.056
H 3.284 -1.893 1.194 -0.007
```

For the frontier orbital gap (spin up / spin down), the calculation gives 5.8337 / 4.0197 eV. Its expectation value of S² is 0.756. The spin multiplicity is 2. The net charge is +1. Its LUMO energy (spin up / spin down) is -0.24108 / -0.30445 hartree.



No. 2
# C27H27CuN7OSeSi

A structure of composition C27H27CuN7OSeSi (the ωB97M-V functional and the def2-TZVPD basis, the Open Molecules 2025 dataset).

XYZ file:
```
65
Properties=species:S:1:pos:R:3:nbo_charge:R:1
Cu -0.740 1.254 1.259 0.863
C -1.287 5.274 2.860 -0.318
C -1.632 5.999 1.719 -0.174
C -2.086 5.328 0.611 -0.252
C -2.189 3.921 0.624 0.380
N -1.796 3.225 1.710 -0.539
C -1.390 3.900 2.790 0.039
N -2.778 3.354 -0.483 -0.581
C -2.810 2.073 -0.713 0.477
N -2.147 1.067 -0.115 -0.720
C -2.587 -0.133 -0.611 0.475
N -2.312 -1.336 -0.259 -0.521
C -1.476 -1.697 0.791 0.394
C -1.065 -3.039 0.789 -0.222
C -0.282 -3.521 1.807 -0.162
C 0.071 -2.666 2.849 -0.291
C -0.372 -1.363 2.783 0.034
N -1.113 -0.868 1.783 -0.550
C -3.562 0.140 -1.705 -0.086
C -4.264 -0.697 -2.547 -0.170
C -5.112 -0.104 -3.479 -0.217
C -5.250 1.281 -3.547 -0.218
C -4.541 2.115 -2.685 -0.209
C -3.697 1.515 -1.774 -0.009
H -0.945 5.758 3.765 0.212
H -1.556 7.080 1.709 0.207
H -2.394 5.844 -0.287 0.223
H -1.113 3.288 3.643 0.191
H -1.366 -3.652 -0.048 0.229
H 0.063 -4.548 1.795 0.213
H 0.686 -2.996 3.675 0.214
H -0.107 -0.654 3.561 0.189
H -4.145 -1.770 -2.483 0.227
H -5.672 -0.727 -4.166 0.204
H -5.917 1.713 -4.284 0.203
H -4.637 3.192 -2.722 0.223
C 2.090 -4.538 -0.928 -1.124
Si 2.195 -3.130 -2.191 1.412
C 4.002 -3.095 -2.750 -1.123
C 1.198 -3.715 -3.681 -1.124
Se 1.501 -1.192 -1.392 -0.927
H 2.528 -5.458 -1.331 0.212
H 1.048 -4.741 -0.670 0.221
H 2.615 -4.281 -0.004 0.221
H 4.327 -4.065 -3.140 0.211
H 4.657 -2.823 -1.918 0.219
H 4.139 -2.342 -3.529 0.231
H 1.546 -4.684 -4.053 0.210
H 1.268 -2.985 -4.491 0.230
H 0.143 -3.805 -3.410 0.230
N 3.980 -1.552 0.959 -0.842
C 4.395 -0.503 1.690 0.657
O 5.458 -0.457 2.299 -0.652
C 3.444 0.664 1.759 -0.177
C 3.946 1.919 2.056 -0.110
C 3.071 2.993 2.110 -0.276
C 1.725 2.765 1.893 0.062
N 1.224 1.552 1.641 -0.542
C 2.077 0.525 1.561 0.084
H 4.637 -2.307 0.854 0.395
H 3.223 -1.466 0.261 0.440
H 5.008 2.030 2.232 0.236
H 3.421 3.996 2.315 0.217
H 1.013 3.581 1.922 0.206
H 1.641 -0.436 1.321 0.249
```

For the frontier orbital gap, the calculation gives 6.1484 eV. The spin multiplicity is 1. The net charge is -1. Its LUMO energy is 0.07813 hartree.



No. 3
# C6H13AlO8S

A structure of composition C6H13AlO8S (the ωB97M-V functional and the def2-TZVPD basis, the Open Molecules 2025 dataset).

XYZ file:
```
29
Properties=species:S:1:pos:R:3:nbo_charge:R:1
Al 0.520 -0.691 -1.755 2.159
S -0.014 -3.005 -2.918 2.595
O 1.338 -2.690 -2.617 -1.038
O -0.511 -1.955 -3.773 -1.012
O -0.183 -4.431 -3.279 -0.925
O -0.635 -2.709 -1.637 -1.112
C 2.272 1.497 1.482 -0.630
C 1.349 1.791 0.329 0.141
C 1.691 3.136 -0.391 -0.629
O 1.127 0.761 -0.577 -1.018
H 1.963 0.682 2.136 0.209
H 2.261 2.339 2.173 0.216
H 3.267 1.248 1.112 0.218
H 0.426 2.088 0.827 0.134
H 1.963 3.909 0.328 0.211
H 0.853 3.426 -1.024 0.205
H 2.481 3.105 -1.142 0.211
C -1.266 1.386 1.982 -0.265
O -2.060 0.240 1.635 -0.451
C -1.608 -0.663 0.774 1.067
O -0.600 -0.615 0.014 -0.781
O -2.531 -1.670 0.747 -0.472
C -2.258 -2.867 -0.022 -0.280
H -0.844 2.010 1.195 0.193
H -0.437 1.252 2.677 0.199
H -1.967 2.103 2.408 0.209
H -3.057 -3.596 0.106 0.192
H -1.348 -3.370 0.307 0.198
H -2.190 -2.712 -1.099 0.256
```

For the frontier orbital gap, the calculation gives 6.6281 eV. The spin multiplicity is 1. Its LUMO energy is -0.11494 hartree.



Which energy belongs to each record? In order, -592.07648; -5835.25612; -1478.83171 hartree.
Which ΔE to the lowest compared entry with this formula, charge and spin belongs to each record? In order, 66.4; 14.4; 0.0 kcal per mole.